1.
{"formula": "C10H17ClN2", "method": "ωB97M-V/def2-TZVPD", "species": ["C", "C", "C", "C", "C", "C", "C", "C", "C", "C", "N", "N", "Cl", "H", "H", "H", "H", "H", "H", "H", "H", "H", "H", "H", "H", "H", "H", "H", "H", "H"], "xyz": [[2.442775, -1.720861, 0.343962], [2.755405, 1.804473, 0.577359], [3.518216, 0.539496, 0.871035], [1.299400, 1.709701, 1.111977], [2.982752, -0.595189, 0.060453], [-2.819496, -2.029205, 0.265959], [-1.614427, -1.540803, -0.558558], [-1.904962, -0.194175, -1.239306], [-0.765010, 0.578191, -1.833708], [0.171457, 1.253049, -0.787504], [2.124136, -2.863180, 0.636322], [0.378372, 0.936143, 0.399096], [3.165490, -0.260619, -1.729470], [3.203180, 2.725681, 0.990290], [2.751808, 1.890221, -0.569619], [4.561716, 0.639759, 0.416456], [3.583465, 0.285636, 2.001698], [1.391319, 1.358725, 2.265844], [0.853837, 2.631078, 1.419833], [-3.749607, -1.889564, -0.288084], [-2.567431, -2.949403, 0.769214], [-2.854853, -1.400176, 1.125495], [-1.373906, -2.189825, -1.314755], [-0.678289, -1.613997, 0.101183], [-2.401358, 0.408057, -0.458299], [-2.634583, -0.578186, -2.126652], [-1.058255, 1.378985, -2.586277], [-0.076829, -0.056633, -2.450691], [1.240464, -3.194378, 0.745851], [0.879493, 1.899229, -1.420022]], "atomic_forces_ev_per_a": [[-0.1, -1.2, 1.4], [-1.2, 1.0, -1.3], [1.9, -0.6, 0.5], [2.2, -0.2, 4.1], [0.4, 1.3, 0.7], [1.3, 0.9, -0.3], [1.0, 0.8, 2.2], [-1.8, -1.5, -1.0], [1.2, 0.7, 0.1], [0.8, -0.4, -3.8], [1.8, 0.6, -0.3], [-1.7, -0.7, 0.0], [0.4, 0.5, -1.9], [0.1, -0.6, -0.1], [0.0, 0.3, 1.8], [-0.9, 0.1, 1.0], [-0.2, 0.3, -2.0], [0.0, -0.2, -2.5], [-0.2, 1.3, -0.8], [0.0, -0.8, 0.2], [-0.6, -1.0, -0.6], [-0.4, 1.0, 0.6], [0.4, -2.0, -2.0], [-1.2, 0.8, -0.7], [-0.3, 0.1, -0.8], [1.2, 1.6, 2.1], [0.0, -0.8, 1.1], [-0.4, 0.2, 0.5], [-2.7, -1.7, 0.3], [-0.7, 0.0, 1.3]], "max_force_ev_per_a": 4.7, "e_homo_ev": [-5.76, -9.31], "spin_multiplicity": 3}


2.
{"formula": "C2H8NSe2", "method": "ωB97M-V/def2-TZVPD", "species": ["C", "C", "N", "Se", "Se", "H", "H", "H", "H", "H", "H", "H", "H"], "xyz": [[-0.817224, -1.133966, 0.187725], [0.844112, 0.560768, -0.489278], [0.562592, -0.608728, 0.424714], [-2.484813, 1.326951, 0.014376], [2.787375, 0.791307, -0.795498], [-1.175376, -1.562041, 1.075645], [-1.101202, -1.470812, -0.774471], [0.381589, 0.260655, -1.339690], [0.357909, 1.554286, -0.021225], [0.555996, -0.347932, 1.395374], [1.270963, -1.398260, 0.112772], [-3.827345, 0.531830, -0.276282], [2.645419, 1.495947, 0.485833]], "atomic_forces_ev_per_a": [[-0.5, 3.2, 0.5], [0.9, 2.6, 2.8], [-0.4, -1.9, -2.4], [-0.3, -2.9, -0.2], [-1.2, 0.2, 0.7], [-0.8, -0.7, 0.8], [0.2, -0.4, -0.7], [-1.4, -0.2, -2.8], [1.1, -2.6, -1.2], [0.9, -0.1, 0.6], [-1.2, 1.8, 1.5], [1.8, 0.9, 0.4], [0.9, 0.1, 0.0]], "max_force_ev_per_a": 3.9, "e_above_lowest_kj_mol": 257.7, "e_homo_ev": -13.16, "total_charge": 1}


3.
{"formula": "C3H3NO2", "method": "ωB97M-V/def2-TZVPD", "species": ["O", "C", "N", "C", "C", "O", "H", "H", "H"], "xyz": [[2.266303, -0.800362, 0.699276], [1.117497, -0.506011, 0.580188], [0.488499, 0.575067, 0.076088], [-0.934757, 0.371165, 0.021330], [-1.161822, -0.928077, 0.777245], [0.045492, -1.381230, 1.014153], [1.008546, 1.355514, -0.287861], [-1.526507, 1.203857, 0.412174], [-1.291829, 0.146451, -0.995686]], "atomic_forces_ev_per_a": [[-0.5, 0.1, 0.0], [0.4, 0.1, -0.1], [0.2, -0.1, 0.0], [-0.1, -0.1, 0.0], [0.4, 0.1, -0.2], [-0.2, 0.0, 0.1], [-0.1, -0.1, 0.0], [0.1, -0.2, 0.0], [0.0, 0.1, 0.1]], "max_force_ev_per_a": 0.6, "e_above_lowest_kj_mol": 245.1, "e_homo_ev": -9.36}


4.
{"formula": "C28H63BN8O10PS", "method": "ωB97M-V/def2-TZVPD", "species": ["C", "C", "B", "C", "C", "C", "C", "C", "N", "O", "C", "P", "N", "C", "S", "C", "O", "O", "O", "H", "H", "H", "H", "H", "H", "H", "H", "H", "H", "H", "H", "H", "H", "H", "H", "H", "H", "H", "H", "H", "C", "O", "N", "C", "C", "H", "H", "H", "H", "H", "H", "H", "C", "O", "N", "C", "C", "H", "H", "H", "H", "H", "H", "H", "C", "O", "N", "C", "C", "H", "H", "H", "H", "H", "H", "H", "C", "O", "N", "C", "C", "H", "H", "H", "H", "H", "H", "H", "C", "O", "N", "C", "C", "H", "H", "H", "H", "H", "H", "H", "C", "O", "N", "C", "C", "H", "H", "H", "H", "H", "H", "H"], "xyz": [[-2.378724, 1.886344, 3.856288], [-1.915214, 2.372078, 2.861094], [-1.366943, 2.941663, 1.420176], [-2.308893, 4.205613, 1.006427], [-3.344844, 3.938831, -0.095068], [-4.703585, 3.437708, 0.401313], [-4.700114, 1.968674, 0.839132], [-5.850340, 1.139950, 0.267525], [-5.883422, 1.251084, -1.193557], [0.105658, 3.240375, 1.485355], [0.804207, 2.382666, 0.645939], [1.124889, 3.098971, -1.042700], [-0.073874, 3.038786, -2.065457], [-0.164217, 1.190386, 0.487052], [0.117608, -0.144507, 1.710703], [1.292157, -1.251687, 0.959384], [0.719148, 0.313736, 2.944324], [-1.099158, -0.900990, 1.890213], [-1.388727, 1.776697, 0.472717], [-2.783731, 1.292212, 4.640809], [-1.645952, 5.007113, 0.666703], [-2.803402, 4.574762, 1.904652], [-2.954227, 3.294131, -0.880843], [-3.554913, 4.898662, -0.580862], [-5.409300, 3.579941, -0.417117], [-5.049334, 4.075122, 1.216940], [-3.774620, 1.465105, 0.567992], [-4.766697, 1.936665, 1.925358], [-5.623760, 0.101037, 0.544040], [-6.811842, 1.409964, 0.703982], [-4.946919, 1.156611, -1.561541], [-6.468852, 0.544300, -1.617349], [1.791420, 2.125372, 1.041149], [2.209932, 2.408974, -1.587925], [1.448223, 4.441266, -0.769135], [0.204033, 2.534462, -2.897181], [-0.079707, 0.678312, -0.484896], [1.490666, -2.056477, 1.656042], [2.223076, -0.723309, 0.762823], [0.879667, -1.618583, 0.023266], [2.186265, 0.353512, -3.782145], [2.395920, 1.549554, -3.844659], [3.063401, -0.561500, -3.334832], [2.733744, -1.975732, -3.274180], [4.369441, -0.110896, -2.892038], [1.217082, -0.085877, -4.072454], [2.789809, -2.318866, -2.236526], [3.424912, -2.555458, -3.877268], [1.725329, -2.139669, -3.645213], [4.262462, 0.600675, -2.070789], [4.890764, 0.390933, -3.708799], [4.953131, -0.965717, -2.558849], [4.761912, 3.849428, -0.232982], [3.712156, 3.313232, 0.065040], [5.064686, 5.123534, 0.062656], [6.324692, 5.725505, -0.315037], [4.082115, 5.918498, 0.791255], [5.562197, 3.322797, -0.781423], [6.864689, 6.058969, 0.573893], [6.152151, 6.585929, -0.964977], [6.937916, 5.001333, -0.847681], [3.861400, 5.454289, 1.752335], [3.153803, 5.978113, 0.224587], [4.474746, 6.918863, 0.952865], [0.911427, -4.796856, 1.213112], [1.709139, -5.334375, 0.462656], [0.090863, -5.444180, 2.054004], [-0.840890, -4.738095, 2.915983], [0.140622, -6.894813, 2.096259], [0.796741, -3.703202, 1.255038], [-0.626903, -4.961678, 3.962693], [-1.864432, -5.041987, 2.691551], [-0.754954, -3.664923, 2.761626], [1.140451, -7.228202, 2.376641], [-0.090470, -7.307155, 1.113433], [-0.580894, -7.260687, 2.821783], [1.778797, 5.049400, 4.452961], [2.260608, 6.087865, 4.894554], [1.740781, 3.888525, 5.117457], [1.163493, 2.681550, 4.530139], [2.292750, 3.838603, 6.454704], [1.332567, 4.983708, 3.448081], [0.331113, 2.320946, 5.132310], [1.925954, 1.904378, 4.472940], [0.799175, 2.894835, 3.530250], [1.773076, 4.544114, 7.105973], [3.349928, 4.113123, 6.439552], [2.183845, 2.831609, 6.849856], [3.946088, -5.403737, -4.247588], [3.166915, -4.625460, -4.766908], [3.689553, -6.067014, -3.110060], [4.639508, -6.978465, -2.508299], [2.400200, -5.848956, -2.464856], [4.941864, -5.621137, -4.672240], [4.209555, -7.979964, -2.440197], [4.900484, -6.639941, -1.503976], [5.544380, -7.024897, -3.111369], [1.599023, -6.127297, -3.151556], [2.286011, -4.796833, -2.214149], [2.329343, -6.438086, -1.558513], [-6.315296, -1.981926, -3.413846], [-6.624795, -0.821342, -3.247944], [-7.080544, -3.033576, -3.055956], [-6.662210, -4.401317, -3.273327], [-8.364548, -2.770772, -2.429116], [-5.358317, -2.277200, -3.876666], [-7.375471, -4.917879, -3.920210], [-6.600620, -4.934499, -2.321991], [-5.683327, -4.418203, -3.747401], [-8.994712, -2.182600, -3.097036], [-8.223726, -2.201648, -1.509827], [-8.856263, -3.713268, -2.201059]], "atomic_forces_ev_per_a": [[-0.4, -0.6, 0.7], [0.8, 0.4, -0.9], [-0.7, -0.1, 0.9], [0.6, -0.6, -0.5], [-0.4, 0.9, 0.2], [0.3, -0.2, -0.4], [-0.7, 0.2, 0.2], [0.8, -0.4, -0.3], [-0.5, 0.4, 0.2], [0.3, 0.5, 0.0], [0.2, -0.4, 0.2], [-1.5, -0.1, -1.0], [0.0, 0.0, 0.1], [0.1, 0.6, -1.8], [-0.8, -0.2, 1.8], [0.3, 0.6, -0.7], [0.5, 0.2, -0.4], [-0.2, -0.4, -0.6], [-0.3, -0.4, 0.7], [0.0, 0.2, 0.1], [0.1, 0.1, -0.1], [-0.1, 0.1, 0.0], [0.1, -0.2, 0.1], [0.0, 0.0, -0.1], [-0.1, -0.2, 0.0], [0.0, 0.1, 0.1], [0.2, 0.1, 0.0], [0.2, -0.2, 0.1], [-0.3, -0.1, 0.3], [-0.1, 0.2, -0.1], [0.1, -0.1, -0.1], [0.2, 0.0, 0.0], [0.0, -0.1, 0.3], [0.4, 0.1, 0.4], [0.4, -0.1, 0.4], [0.0, 0.0, -0.1], [0.4, -0.2, 0.1], [-0.1, 0.2, 0.2], [0.1, 0.1, 0.0], [0.0, -0.2, 0.0], [-0.3, 0.1, 0.1], [0.2, 0.0, -0.1], [0.0, -0.2, 0.0], [0.3, 0.3, 0.2], [-0.1, 0.1, 0.0], [0.0, 0.0, 0.0], [-0.1, -0.1, 0.0], [0.0, -0.1, -0.1], [0.0, 0.0, 0.0], [0.1, 0.0, 0.0], [0.0, 0.0, 0.0], [0.0, 0.0, 0.0], [0.0, 0.0, 0.0], [0.3, -0.1, 0.2], [0.1, 0.1, 0.0], [-0.2, 0.0, 0.1], [0.0, -0.2, 0.0], [0.0, 0.0, 0.0], [0.1, 0.0, 0.0], [0.1, 0.0, 0.0], [0.0, 0.0, 0.0], [0.0, 0.1, 0.0], [0.0, 0.0, 0.0], [0.0, 0.0, 0.0], [-0.1, 0.3, 0.0], [0.1, -0.2, 0.0], [-0.1, -0.1, 0.1], [0.1, -0.1, 0.0], [0.1, 0.1, -0.1], [-0.1, -0.3, 0.0], [0.0, 0.0, 0.0], [0.0, 0.1, 0.0], [0.0, 0.1, 0.0], [0.0, -0.1, 0.0], [0.0, -0.1, 0.0], [0.0, 0.0, 0.0], [0.0, 0.2, -0.2], [0.0, -0.1, 0.0], [-0.1, -0.2, 0.0], [0.3, 0.2, 0.2], [0.0, 0.1, -0.1], [0.0, 0.0, 0.0], [-0.1, 0.0, 0.0], [0.0, -0.1, 0.0], [-0.1, 0.0, 0.0], [0.0, 0.0, 0.1], [0.0, 0.0, 0.1], [0.0, 0.0, 0.0], [0.0, 0.0, 0.0], [0.0, -0.1, -0.2], [0.1, -0.1, 0.1], [-0.2, 0.1, 0.0], [0.1, 0.0, -0.3], [0.0, 0.0, 0.0], [0.1, 0.0, 0.0], [0.0, -0.1, 0.0], [0.0, 0.0, 0.0], [0.0, 0.0, 0.0], [-0.1, 0.0, 0.1], [0.1, 0.0, 0.1], [0.2, 0.1, 0.0], [-0.1, -0.1, -0.1], [0.0, -0.2, 0.0], [-0.2, 0.1, 0.1], [0.1, 0.1, 0.0], [0.0, 0.0, 0.0], [0.1, -0.1, 0.0], [0.0, -0.1, 0.0], [0.0, 0.0, 0.0], [0.0, 0.0, 0.0], [-0.1, 0.0, 0.0], [0.0, 0.0, 0.0]], "max_force_ev_per_a": 2.0, "e_homo_ev": -4.77, "total_charge": -1}


5.
{"formula": "C3H5NO", "method": "ωB97M-V/def2-TZVPD", "species": ["C", "C", "C", "N", "O", "H", "H", "H", "H", "H"], "xyz": [[1.253274, -2.233351, -0.289508], [-1.585853, 1.127090, 0.055522], [0.946171, 0.581759, 0.205015], [-0.327752, 1.090370, -0.002869], [0.438550, 1.080100, -1.218400], [0.088567, -2.289092, -0.063726], [1.769818, -2.877497, 0.375016], [-2.026008, 1.089823, -0.886634], [-2.083550, 1.122504, 0.991958], [1.526783, 1.308294, 0.833627]], "atomic_forces_ev_per_a": [[-2.8, 1.1, -1.4], [0.8, 0.2, 0.3], [-0.3, 0.5, 0.8], [1.4, -1.4, -1.5], [-0.3, 0.1, 2.4], [2.2, 0.1, -0.1], [0.5, -0.7, 1.4], [-1.2, 0.4, -1.3], [-0.3, -0.1, 0.6], [0.0, -0.2, -1.2]], "max_force_ev_per_a": 3.3, "e_above_lowest_kj_mol": 1059.5, "e_homo_ev": [-8.36, -7.93]}


6.
{"formula": "C14H48O10", "method": "ωB97M-V/def2-TZVPD", "species": ["C", "C", "C", "O", "H", "H", "H", "H", "H", "H", "H", "H", "C", "C", "C", "O", "H", "H", "H", "H", "H", "H", "H", "H", "C", "O", "H", "H", "H", "H", "C", "O", "H", "H", "H", "H", "C", "O", "H", "H", "H", "H", "C", "O", "H", "H", "H", "H", "C", "O", "H", "H", "H", "H", "C", "O", "H", "H", "H", "H", "C", "O", "H", "H", "H", "H", "C", "O", "H", "H", "H", "H"], "xyz": [[8.185535, 6.866770, 10.663615], [6.646135, 6.875120, 10.833535], [6.264965, 5.992320, 12.025365], [6.220385, 8.195590, 11.029615], [8.520575, 5.861660, 10.407475], [8.667465, 7.167320, 11.593945], [8.367345, 7.436970, 9.752605], [6.218985, 6.510170, 9.899485], [6.046975, 4.968370, 11.721855], [5.385145, 6.345660, 12.563105], [7.002145, 6.085380, 12.822855], [5.292115, 8.108150, 10.800975], [14.394535, 10.133130, 10.567725], [13.420635, 9.511380, 11.605855], [12.168675, 10.364070, 11.784095], [12.953515, 8.223920, 11.237625], [15.397005, 9.734820, 10.724305], [14.476355, 11.217500, 10.642225], [14.174315, 9.834760, 9.542745], [13.917405, 9.388330, 12.568235], [11.941235, 10.385370, 12.849885], [11.299445, 10.093100, 11.184835], [12.326445, 11.420740, 11.568075], [12.728455, 7.815100, 12.076565], [7.772575, 14.258030, 7.117305], [6.543075, 14.420710, 7.808695], [8.659625, 14.426150, 7.728015], [7.881145, 13.252410, 6.711055], [7.802145, 14.905110, 6.240655], [6.528295, 13.835780, 8.569765], [6.086145, 12.985900, 11.316865], [7.018575, 13.789030, 10.608555], [5.876155, 12.063510, 10.775375], [6.339405, 12.762640, 12.353255], [5.132335, 13.513490, 11.314425], [7.878375, 13.422440, 10.827535], [9.303085, 13.196880, 13.006555], [9.498955, 12.562660, 11.767355], [8.417845, 12.810660, 13.511805], [10.124015, 13.058820, 13.710195], [9.226935, 14.282110, 12.938825], [10.375905, 12.849720, 11.502505], [11.616175, 13.238060, 9.357065], [11.843165, 13.761530, 10.599975], [11.792945, 12.169050, 9.238495], [10.587135, 13.407760, 9.040225], [12.213125, 13.705800, 8.574145], [12.782745, 13.922690, 10.713245], [11.401425, 8.485970, 8.105805], [10.321005, 8.268120, 7.239195], [11.208565, 9.331580, 8.765995], [11.575225, 7.578390, 8.683895], [12.366655, 8.724750, 7.659245], [10.534795, 7.641900, 6.543675], [11.513505, 11.523980, 5.205615], [11.217565, 12.355090, 6.352935], [11.640415, 10.516880, 5.602795], [10.627975, 11.523990, 4.570065], [12.380245, 11.873160, 4.644425], [10.407925, 12.074290, 6.785645], [7.059885, 8.256930, 6.541375], [5.975355, 7.492080, 6.046605], [7.042845, 9.268430, 6.135555], [6.989045, 8.278090, 7.628865], [7.955745, 7.730780, 6.211675], [6.143405, 6.595350, 6.345355], [8.670435, 10.753550, 9.125505], [9.233825, 10.899960, 7.803975], [8.063045, 11.617910, 9.393945], [7.969995, 9.919300, 9.164285], [9.406395, 10.654870, 9.923455], [9.562065, 10.064870, 7.462665]], "atomic_forces_ev_per_a": [[-1.3, -0.4, -0.7], [1.6, -1.1, 0.6], [-0.5, 0.3, 0.3], [-0.4, 0.4, -0.2], [-0.1, -0.2, 0.2], [0.2, 0.4, -0.4], [0.6, 0.6, 0.4], [-0.2, -0.3, -0.1], [0.4, -0.1, 0.2], [-0.5, 0.2, -0.5], [0.4, -0.5, -0.2], [-0.3, 0.8, 0.2], [0.3, -1.2, 0.4], [-0.5, 1.1, -0.8], [0.2, 1.3, 0.8], [0.6, -0.7, -0.4], [0.1, 0.0, 0.1], [-0.3, -0.1, 0.1], [-0.5, 0.2, 0.0], [0.3, 0.4, 0.0], [-0.6, -0.3, 0.0], [0.2, -0.5, 0.1], [0.3, 0.1, -0.1], [-0.2, -0.4, -0.2], [-0.1, -0.6, -0.2], [0.2, 0.3, -0.7], [0.0, 0.3, 0.2], [-0.1, -0.3, 0.0], [-0.2, 0.3, 0.3], [0.2, 0.1, 0.3], [-0.9, 0.1, -0.5], [-0.2, -0.3, 0.4], [0.2, -0.4, 0.1], [0.3, 0.1, 0.0], [0.1, 0.2, 0.1], [0.6, 0.0, -0.1], [0.0, 0.4, 1.1], [-0.3, 0.0, 0.2], [-0.1, -0.1, -0.3], [0.3, -0.4, -0.1], [-0.3, 0.2, -0.4], [0.4, 0.1, -0.5], [-0.4, -0.5, -2.8], [0.2, 0.5, 1.8], [0.1, -0.3, 0.4], [-0.1, 0.1, 0.3], [0.1, 0.2, 0.0], [0.0, 0.0, 0.1], [1.1, -0.6, 0.9], [-0.6, 0.7, -0.5], [-0.4, -0.2, 0.0], [0.0, 0.2, 0.4], [-0.1, 0.0, -0.7], [0.2, 0.0, 0.1], [-1.4, 0.1, 1.4], [1.3, 0.6, -0.8], [0.4, -0.3, -0.5], [0.1, -0.1, -0.4], [-0.1, 0.1, 0.4], [-0.3, -0.5, 0.0], [0.1, -0.6, -0.1], [-0.6, 0.1, -0.3], [-0.1, -0.2, 0.0], [0.4, 0.3, 0.1], [0.5, 0.5, 0.3], [-0.2, -0.1, -0.1], [-0.3, -0.2, -0.4], [-0.4, 0.8, 0.7], [0.2, 0.3, -0.5], [0.2, -0.3, 0.0], [0.3, -0.1, -0.2], [-0.1, -0.6, 0.1]], "max_force_ev_per_a": 2.9, "e_above_lowest_kj_mol": 359.0, "e_homo_ev": -9.37}